Density functional theory data (ωB97M-V/def2-TZVPD) for a structure of composition C13H20AuClIN2OPSe at a distorted geometry.

Element x y z (Å)
Au  2.16018  1.41983  1.20746
I  -2.97285  1.20394  -0.62704
Se  0.37014  -0.66902  2.24524
Cl  4.27834  0.50933  1.37756
P  2.60331  3.08554  -0.35869
O  -1.53767  4.15055  -2.41253
N  -0.61428  -2.93696  0.93057
N  -2.28467  -1.57880  1.25887
C  0.73085  -3.41510  0.74214
C  3.71593  4.47435  0.08415
C  -3.18953  -5.35465  -0.27440
C  -2.84068  -2.80720  0.86814
C  3.57157  2.36933  -1.70912
C  -4.14947  -3.25326  0.62629
C  -0.90912  -1.68541  1.38841
C  -4.28208  -4.50571  -0.01027
C  -1.91974  -4.97324  0.19330
C  -1.77874  -3.68044  0.70480
C  -2.11420  3.20871  -2.08500
C  -0.36712  1.83559  1.02910
C  1.34977  4.00592  -1.34414
H  -5.01020  -2.64256  0.91472
H  -1.02568  0.96799  0.77400
H  1.86382  4.83429  -1.86980
H  4.26521  1.64895  -1.28026
H  0.67678  -4.48106  0.49664
H  4.10173  4.91377  -0.87549
H  1.31356  -3.23501  1.65453
H  0.58696  4.44451  -0.67958
H  0.89095  3.34451  -2.10131
H  -2.76344  -0.68520  1.13082
H  -5.25280  -4.88812  -0.32246
H  -1.06575  -5.64440  0.18757
H  -0.46248  2.19024  2.08068
H  4.12132  3.17965  -2.20015
H  -3.36283  -6.29063  -0.84213
H  1.20196  -2.85131  -0.07381
H  -0.56163  2.59322  0.26439
H  2.93960  1.86857  -2.44590
H  3.17191  5.24659  0.65937
H  4.55104  4.08271  0.69331

Forces on the atoms, in the same order (eV/Å):
Au -1.7 -0.1 -1.0
I -1.3 -0.3 -0.5
Se 0.0 0.5 0.4
Cl -0.3 0.3 0.1
P 0.5 1.6 -1.8
O -1.9 -2.9 1.0
N -0.7 0.3 0.9
N 0.3 -0.1 0.6
C 0.8 -0.3 0.1
C 0.1 0.0 0.9
C 1.2 0.3 0.4
C -0.2 0.5 0.1
C 0.0 -0.8 0.1
C -0.2 -0.3 -0.5
C -1.6 -1.7 -1.6
C -0.1 0.8 0.4
C -0.6 -0.7 -0.5
C 1.1 0.4 -0.6
C 1.9 3.4 -1.4
C 0.6 0.0 0.9
C -0.6 -0.3 0.5
H 0.3 -0.3 -0.4
H 1.5 0.7 0.5
H -0.1 -0.5 0.4
H 0.2 0.0 -0.2
H 0.3 0.4 0.1
H -0.5 -0.5 0.9
H -0.1 -0.4 -0.3
H 0.2 -0.1 -0.4
H 0.2 0.3 0.5
H 0.1 -0.4 0.7
H 0.0 0.4 0.3
H -0.2 0.1 -0.4
H 0.0 -0.2 -0.9
H -0.2 -0.1 0.1
H 0.3 0.6 0.7
H -0.1 -0.3 0.1
H 0.7 0.0 0.2
H 0.0 0.0 0.2
H 0.3 -0.4 -0.2
H -0.3 0.3 -0.3

Computed properties:
Net charge   +2
HOMO (alpha / beta)   -15.1 / -15.1 eV
HOMO-LUMO gap (alpha / beta)   6.52 / 5.15 eV
LUMO level (alpha / beta)   -8.5 / -9.9 eV
E   -117764.5572 eV
Maximum force   0.0801 Eh/bohr
M   689.574 g mol⁻¹
Energy above the lowest of the compared OMol25 structures with the same formula, charge and spin   0.0 kcal/mol
Multiplicity   3